1.
{
  "formula": "C6H6O",
  "method": "ωB97M-V/def2-TZVPD",
  "e_lumo_ha": 0.0346,
  "de_lowest_ev": 3.946,
  "smiles": "C#CC(C#C)CO",
  "e_tot_ev": -8362.5598,
  "symbols": ["C", "C", "C", "C", "C", "C", "O", "H", "H", "H", "H", "H", "H"],
  "xyz": [[-1.348745, -1.948125, -0.167320], [-0.863515, -0.855695, -0.309767], [-0.019101, 0.342365, -0.327208], [-0.685831, 1.510221, 0.261206], [-1.199011, 2.467790, 0.776504], [1.281786, -0.031150, 0.455652], [1.792681, -1.259112, 0.035974], [-1.867857, -2.875358, -0.098103], [0.268451, 0.565754, -1.363237], [-1.663649, 3.318087, 1.223939], [1.082970, -0.019131, 1.538178], [2.041503, 0.719293, 0.235634], [1.186290, -1.942929, 0.355829]],
  "forces_ev_per_angstrom": [[-0.13, 0.50, -0.20], [-0.16, -0.58, 0.24], [0.10, -0.10, 0.05], [-0.13, 0.40, 0.21], [0.20, -0.34, -0.20], [-0.02, 0.47, 0.11], [0.13, -0.35, 0.12], [0.05, 0.03, 0.01], [-0.08, -0.05, 0.15], [0.07, -0.14, -0.07], [-0.10, 0.05, -0.25], [-0.06, 0.03, 0.05], [0.13, 0.07, -0.23]],
  "lowdin_charge": [0.134, -0.102, -0.315, -0.106, 0.130, -0.238, -0.057, 0.034, 0.154, 0.029, 0.131, 0.127, 0.078]
}

***

2.
{
  "formula": "C3H3CdLiO3",
  "method": "ωB97M-V/def2-TZVPD",
  "e_lumo_ha": [-0.0361, -0.0319],
  "e_tot_ev": -14063.0418,
  "symbols": ["O", "C", "C", "Li", "Cd", "H", "H", "O", "C", "O", "H"],
  "xyz": [[-1.489737, -1.114275, -0.589421], [-0.802565, -2.068004, -0.456134], [0.500013, -2.040582, 0.106522], [-1.913524, -0.037374, -2.007245], [0.345277, 0.003146, -0.894157], [-0.558202, -2.602741, 0.664817], [0.791189, -1.805730, 1.125855], [1.182965, 1.884414, 1.120675], [0.653819, 1.952922, -0.108921], [0.167136, 3.048620, -0.427824], [1.123626, 2.779605, 1.465829]],
  "forces_ev_per_angstrom": [[-7.20, 5.01, -2.26], [5.83, -4.97, 2.62], [-1.97, -2.62, 0.12], [-0.48, -0.30, -0.03], [2.44, 1.75, -0.93], [0.37, -0.38, -0.13], [0.89, 0.49, -0.10], [0.74, -0.79, 0.46], [-1.30, 2.90, 0.01], [0.71, -1.74, -0.18], [-0.02, 0.65, 0.41]],
  "lowdin_charge": [-0.354, -0.625, -0.163, 0.597, 1.126, 0.109, 0.025, -0.048, -0.644, -0.109, 0.086]
}

***

3.
{
  "formula": "C28H56BBrClI2N2O9P",
  "method": "ωB97M-V/def2-TZVPD",
  "e_lumo_ha": -0.0048,
  "e_tot_ev": -160074.8778,
  "symbols": ["C", "C", "C", "O", "C", "C", "I", "C", "C", "I", "C", "C", "C", "O", "Br", "O", "C", "C", "C", "C", "C", "B", "C", "O", "P", "O", "Cl", "H", "H", "H", "H", "H", "H", "H", "H", "H", "H", "H", "H", "H", "H", "H", "H", "H", "H", "H", "H", "H", "H", "H", "H", "H", "H", "C", "O", "C", "C", "N", "C", "C", "O", "C", "H", "H", "H", "H", "H", "H", "H", "H", "H", "H", "H", "H", "H", "H", "H", "C", "O", "C", "C", "N", "C", "C", "O", "C", "H", "H", "H", "H", "H", "H", "H", "H", "H", "H", "H", "H", "H", "H", "H"],
  "xyz": [[-7.717464, -4.465736, -0.960309], [-6.621578, -3.988081, -0.409791], [-5.466211, -3.160681, 0.387678], [-4.542179, -4.041972, 1.072159], [-4.874844, -4.216690, 2.474747], [-3.552264, -4.902254, 3.160064], [-1.727207, -3.736522, 2.696978], [-3.695329, -5.101519, 4.759475], [-2.566384, -6.165373, 5.287971], [-3.294329, -3.194364, 5.768435], [-4.569162, -2.286210, -0.676363], [-5.505095, -0.975377, -1.006211], [-5.584596, 0.072097, 0.211285], [-4.688384, 0.887876, 0.567136], [-7.310027, 0.115343, 1.244677], [-4.385712, -2.970187, -1.925941], [-2.999928, -3.081437, -2.349628], [-2.196950, -1.708094, -2.549067], [-1.315526, -1.163190, -1.328293], [0.297217, -1.303794, -1.600814], [-1.591423, 0.445564, -1.118531], [-2.280601, -4.257458, -1.487961], [-3.157771, -5.652544, -1.291120], [-0.959622, -4.263356, -0.913834], [-3.133402, -3.830436, -4.138464], [-1.542932, -4.252036, -4.662541], [-3.973719, -2.320002, -5.410245], [-8.813716, -4.657486, -1.284380], [-5.957711, -2.471591, 1.168795], [-5.775875, -4.938419, 2.542967], [-5.068950, -3.236832, 3.046779], [-3.398919, -5.933837, 2.655006], [-4.764147, -5.492290, 4.978192], [-1.499277, -5.874291, 4.969946], [-2.599453, -6.214252, 6.436838], [-2.761011, -7.227753, 4.874661], [-3.622617, -1.996976, -0.100241], [-6.580618, -1.315524, -1.302638], [-5.113995, -0.383402, -1.927290], [-2.969576, -0.901821, -2.886877], [-1.492092, -1.842663, -3.470445], [-1.502988, -1.645702, -0.303441], [0.825305, -0.826565, -0.685798], [0.646140, -2.400120, -1.647065], [0.645795, -0.726366, -2.531657], [-0.615530, 1.034857, -0.922605], [-2.211398, 0.541246, -0.134035], [-2.236942, 0.900919, -1.954306], [-4.208236, -5.563659, -1.766771], [-2.561516, -6.500021, -1.833979], [-3.192940, -5.953726, -0.170293], [-0.717212, -5.219082, -0.814594], [-1.687795, -4.903435, -5.399061], [-0.069206, 3.495748, -2.015246], [0.905164, 2.711534, -2.681842], [0.886496, 2.839185, -4.108568], [2.034669, 3.719438, -4.615317], [1.831702, 5.127771, -4.275492], [3.032243, 5.966924, -4.360604], [4.309461, 5.525022, -3.621171], [4.258318, 5.643730, -2.202499], [3.488622, 4.642074, -1.555196], [-0.168359, 3.113400, -0.997082], [0.235568, 4.543250, -1.943250], [-1.045909, 3.430697, -2.504692], [-0.087103, 3.184700, -4.475997], [1.040647, 1.828151, -4.500493], [2.110105, 3.622579, -5.704358], [2.956018, 3.323270, -4.178873], [1.465076, 5.199052, -3.333485], [2.747460, 6.951389, -3.973603], [3.273846, 6.106446, -5.421395], [5.109144, 6.204391, -3.932437], [4.650821, 4.526933, -3.914678], [3.621283, 3.658832, -2.010000], [2.439922, 4.936559, -1.550686], [3.807822, 4.579282, -0.510859], [2.873407, 1.552111, 4.636257], [3.848058, 0.769956, 3.967699], [3.825125, 0.896712, 2.540912], [4.969238, 1.779737, 2.029297], [4.763616, 3.188083, 2.368190], [5.962121, 4.030128, 2.277377], [7.243911, 3.593524, 3.012230], [7.199147, 3.714733, 4.431185], [6.436632, 2.712572, 5.085122], [2.777795, 1.169884, 5.655216], [3.175341, 2.600525, 4.706680], [1.895612, 1.484329, 4.149268], [2.849436, 1.239340, 2.176188], [3.980808, -0.114146, 2.149431], [5.041087, 1.681829, 0.940064], [5.893208, 1.386684, 2.462914], [4.400202, 3.259900, 3.311395], [5.676214, 5.014439, 2.663940], [6.199062, 4.168518, 1.215345], [8.039879, 4.274929, 2.696174], [7.587238, 2.596048, 2.719064], [6.570436, 1.728699, 4.632316], [5.386608, 3.002144, 5.095046], [6.762705, 2.654186, 6.127312]],
  "forces_ev_per_angstrom": [[4.81, 3.18, 3.22], [-5.48, -1.35, -1.90], [0.07, -1.00, -1.37], [-1.41, 1.03, 0.72], [1.19, -0.83, 0.69], [-1.30, -0.55, -0.05], [-0.82, -0.74, -0.36], [0.96, -1.42, -1.05], [-0.39, 0.00, 0.14], [-0.79, -0.76, 0.12], [-2.07, 0.91, 0.89], [-0.35, 0.48, -0.33], [3.62, 2.74, 0.67], [-4.28, -4.22, -1.90], [0.87, -0.20, -0.65], [0.89, 0.62, 0.81], [2.14, 1.28, -0.77], [-0.17, 0.47, -0.25], [1.39, 1.57, -0.19], [-0.24, -0.11, 0.77], [-0.53, -0.54, 1.35], [0.68, -1.90, 1.13], [0.48, -0.18, -0.32], [-2.00, -0.68, -1.71], [-0.81, -2.12, -0.42], [-1.65, 0.85, 0.19], [1.01, -0.07, 0.81], [2.79, 0.17, 0.60], [0.51, -0.95, -1.43], [1.37, 1.10, 0.17], [0.12, -1.23, -1.10], [-0.13, 1.71, 0.92], [1.82, 0.88, -0.14], [-1.78, -0.17, 0.44], [0.03, 0.07, -1.80], [0.09, 1.73, 0.57], [-1.16, -0.43, -1.11], [1.97, 0.44, 0.78], [-0.33, -1.03, 1.74], [1.32, -1.43, 0.62], [-1.10, 0.21, 1.65], [0.05, 0.33, -1.73], [-0.79, -0.75, -1.51], [-0.69, 1.68, -0.09], [-0.72, -0.87, 1.31], [-1.63, -1.06, -0.68], [0.94, 0.04, -1.80], [1.26, -0.60, 1.15], [1.69, -0.37, 1.00], [-1.10, 1.31, 0.81], [-0.15, 0.57, -1.91], [-0.30, 1.26, 0.28], [0.12, 0.87, 1.03], [0.15, -0.13, 0.15], [-0.39, 0.23, -0.31], [0.54, -0.17, -0.06], [-0.47, 0.12, 0.27], [0.18, -0.12, 0.21], [-0.10, -0.06, 0.11], [0.04, 0.44, 0.03], [0.04, -0.25, -0.31], [0.18, 0.35, 0.28], [0.05, 0.03, -0.13], [-0.13, 0.10, -0.04], [0.04, 0.03, 0.00], [0.08, 0.13, 0.17], [-0.01, 0.08, 0.00], [-0.02, -0.01, 0.04], [0.03, -0.16, -0.06], [0.05, -0.08, -0.18], [0.12, -0.06, -0.06], [0.10, -0.08, 0.07], [-0.09, 0.03, 0.04], [-0.17, -0.13, 0.07], [-0.11, 0.00, -0.10], [-0.16, -0.28, 0.00], [0.09, 0.08, -0.13], [0.13, -0.21, 0.16], [-0.39, 0.26, -0.32], [0.55, -0.17, -0.08], [-0.47, 0.11, 0.27], [0.18, -0.11, 0.19], [-0.09, -0.05, 0.11], [0.03, 0.42, 0.01], [0.01, -0.25, -0.27], [0.18, 0.35, 0.21], [0.06, -0.03, -0.12], [-0.14, 0.10, -0.03], [0.05, 0.04, -0.02], [0.08, 0.14, 0.16], [-0.02, 0.08, 0.00], [-0.02, -0.01, 0.04], [0.03, -0.16, -0.06], [0.04, -0.08, -0.18], [0.12, -0.06, -0.07], [0.10, -0.07, 0.07], [-0.10, 0.02, 0.04], [-0.17, -0.13, 0.08], [-0.11, 0.00, -0.09], [-0.16, -0.27, 0.00], [0.10, 0.10, -0.15]],
  "lowdin_charge": [0.088, -0.014, -0.221, -0.235, -0.234, -0.689, 0.801, -0.779, -0.207, 0.719, -0.209, -0.084, -0.664, -0.033, 0.628, -0.158, -0.487, -0.157, -0.344, -0.089, -0.078, -0.482, -0.041, 0.035, 0.706, -0.355, 0.137, 0.062, 0.117, 0.149, 0.117, 0.100, 0.102, 0.053, 0.069, 0.085, 0.161, 0.126, 0.138, 0.105, 0.119, 0.108, 0.082, 0.072, 0.082, 0.059, 0.073, 0.081, 0.072, 0.087, 0.073, 0.114, 0.059, -0.124, -0.202, -0.198, -0.209, -0.056, -0.193, -0.221, -0.182, -0.091, 0.079, 0.068, 0.090, 0.122, 0.118, 0.122, 0.094, 0.061, 0.120, 0.114, 0.119, 0.108, 0.086, 0.065, 0.083, -0.114, -0.193, -0.200, -0.207, -0.056, -0.193, -0.218, -0.182, -0.096, 0.091, 0.066, 0.089, 0.119, 0.120, 0.121, 0.094, 0.061, 0.121, 0.112, 0.120, 0.109, 0.087, 0.064, 0.091]
}